No. 1
DFT (ωB97M-V/def2-TZVPD) results for a molecular structure, C54H63N5S4Si4Ti.

frontier orbital gap (spin up / spin down)	3.49 / 4.75	eV
spin multiplicity	3
E_tot	-5969.147536	a.u.
energy relative to the best compared isomer or geometry (same formula, charge and spin)	85.51	kcal per mole
HOMO energy (spin up / spin down)	-4.27 / -5.53	eV
largest force on an atom	2.30	eV/A

XYZ file:
```
131
Properties=species:S:1:pos:R:3:mulliken_charge:R:1
Ti -0.027 -0.198 -0.306 -1.311
S -3.904 1.698 -0.294 -0.365
C -4.362 0.265 0.527 -0.366
C -3.407 -0.707 0.472 -0.571
C -2.220 -0.361 -0.254 -0.475
C -2.390 0.927 -0.754 0.505
C -1.590 1.342 -1.861 0.496
C -1.910 2.346 -2.785 -1.084
C -1.422 2.269 -4.068 -0.869
C -0.646 1.150 -4.417 -0.760
C -0.236 0.297 -3.430 -0.255
N -0.586 0.427 -2.131 0.849
H -5.334 0.219 0.998 0.515
H -3.600 -1.681 0.902 0.572
H -2.594 3.132 -2.491 0.424
H -1.682 3.014 -4.807 0.433
H -0.356 0.966 -5.442 0.504
H 0.409 -0.539 -3.648 0.125
N -0.531 0.563 1.605 0.043
S -1.269 -0.039 2.713 1.481
N -0.475 -0.033 4.199 -0.358
S 0.542 -1.139 4.599 1.561
N 1.306 -1.847 3.441 -0.042
S 2.110 -1.051 2.232 0.885
N 1.490 -0.959 0.908 -0.183
C 3.627 -2.016 2.213 0.511
C 3.883 -3.008 3.149 -0.297
C 5.076 -3.710 3.091 -0.934
C 6.008 -3.412 2.105 -0.916
C 5.737 -2.425 1.167 -1.253
C 4.541 -1.728 1.212 -0.406
C 2.713 0.471 3.030 0.504
C 3.890 0.425 3.768 -0.210
C 4.338 1.562 4.421 -0.952
C 3.614 2.741 4.336 -1.169
C 2.457 2.788 3.572 -0.839
C 2.013 1.661 2.899 0.479
C 1.536 -0.379 5.835 0.471
C 1.093 0.781 6.463 -0.285
C 1.760 1.235 7.586 -0.709
C 2.864 0.550 8.075 -0.744
C 3.307 -0.601 7.431 -0.862
C 2.633 -1.081 6.328 -0.642
C -0.102 -2.491 5.525 0.453
C -0.866 -2.183 6.650 -0.950
C -1.227 -3.189 7.519 -0.787
C -0.797 -4.495 7.293 -0.659
C -0.026 -4.788 6.177 -0.837
C 0.335 -3.789 5.291 -0.216
C -1.873 -1.756 2.656 1.397
C -1.382 -2.648 1.716 0.461
C -1.781 -3.973 1.765 -0.978
C -2.671 -4.399 2.745 -0.942
C -3.132 -3.511 3.701 -1.463
C -2.703 -2.191 3.681 -1.066
C -2.588 1.049 3.307 0.359
C -2.156 2.353 3.502 -0.970
C -3.016 3.285 4.057 -0.625
C -4.302 2.909 4.418 -0.786
C -4.737 1.614 4.181 -1.304
C -3.882 0.676 3.620 -0.030
H 3.134 -3.240 3.891 0.088
H 5.285 -4.483 3.819 0.462
H 6.943 -3.955 2.064 0.371
H 6.464 -2.193 0.401 0.551
H 4.292 -0.986 0.462 0.264
H 4.455 -0.493 3.833 0.504
H 5.253 1.522 4.997 0.491
H 3.953 3.627 4.858 0.436
H 1.897 3.711 3.491 0.585
H 1.128 1.683 2.278 -0.622
H 0.247 1.307 6.042 0.532
H 1.415 2.132 8.085 0.481
H 3.377 0.905 8.959 0.419
H 4.181 -1.123 7.795 0.499
H 2.942 -1.994 5.835 0.333
H -1.173 -1.154 6.802 0.531
H -1.845 -2.963 8.378 0.480
H -1.058 -5.280 7.991 0.428
H 0.287 -5.807 5.992 0.508
H 0.912 -3.997 4.400 0.493
H -0.697 -2.306 0.953 0.073
H -1.398 -4.673 1.034 0.541
H -3.000 -5.431 2.773 0.413
H -3.798 -3.843 4.487 0.455
H -3.035 -1.503 4.446 0.758
H -1.149 2.620 3.206 0.354
H -2.681 4.301 4.221 0.483
H -4.968 3.621 4.887 0.403
H -5.746 1.325 4.444 0.482
H -4.241 -0.321 3.410 0.908
C 2.199 2.677 -0.602 -0.709
Si 3.678 1.473 -0.773 0.630
C 4.607 1.692 0.893 -0.791
C 4.928 2.292 -1.965 -1.100
Si 2.447 -0.421 -1.658 0.799
Si 2.425 -2.848 -1.508 0.774
C 2.465 -4.034 -0.007 -0.441
C 0.624 -3.131 -2.123 -0.944
C 3.592 -3.761 -2.715 -1.135
Si 3.136 -0.204 -4.002 1.687
C 5.002 -0.431 -4.361 -1.587
C 2.707 1.560 -4.601 -1.413
C 2.286 -1.380 -5.250 -1.319
H 2.468 3.589 -0.059 0.531
H 1.376 2.195 -0.062 -0.278
H 1.814 2.981 -1.579 0.373
H 5.278 2.551 0.830 0.697
H 5.215 0.831 1.181 0.279
H 3.914 1.887 1.706 -0.002
H 5.426 3.146 -1.500 0.410
H 4.447 2.653 -2.872 0.239
H 5.703 1.582 -2.262 0.240
H 1.879 -3.639 0.823 -0.383
H 3.479 -4.226 0.351 0.158
H 2.034 -4.998 -0.290 0.678
H -0.065 -2.465 -1.591 0.032
H 0.293 -4.161 -1.960 0.521
H 0.525 -2.922 -3.191 0.291
H 4.571 -3.900 -2.249 0.270
H 3.747 -3.198 -3.635 0.180
H 3.207 -4.747 -2.986 0.364
H 5.530 0.523 -4.304 0.433
H 5.177 -0.843 -5.358 0.452
H 5.465 -1.110 -3.642 0.327
H 3.570 2.221 -4.524 0.565
H 1.907 1.995 -4.002 0.217
H 2.380 1.579 -5.644 0.467
H 2.426 -2.428 -4.978 0.319
H 2.704 -1.246 -6.250 0.528
H 1.210 -1.210 -5.327 0.383
```

No. 2
DFT (ωB97M-V/def2-TZVPD) results for a molecular structure, C54H65N3O5STi.

frontier orbital gap	7.19	eV
E_tot	-3885.003379	a.u.
energy relative to the best compared isomer or geometry (same formula, charge and spin)	37.19	kcal per mole
HOMO energy	-7.28	eV
largest force on an atom	2.44	eV/A

XYZ file:
```
129
Properties=species:S:1:pos:R:3:mulliken_charge:R:1
Ti 1.645 0.549 -2.071 -0.108
C 2.862 3.666 -0.487 -1.303
O 2.135 2.432 -0.500 0.538
C 1.286 2.329 0.614 0.208
C 0.019 2.909 0.603 0.059
C -0.532 3.539 -0.649 -1.298
C -1.607 2.666 -1.241 0.049
C -2.941 3.017 -1.146 -0.276
C -3.941 2.246 -1.722 -0.226
C -3.552 1.105 -2.418 -0.632
C -2.227 0.736 -2.551 0.343
C -1.851 -0.461 -3.389 -1.359
C -1.373 -1.573 -2.499 -0.068
C -2.295 -2.372 -1.835 -0.619
C -1.912 -3.412 -0.994 -0.417
C -0.555 -3.572 -0.758 -0.426
C 0.398 -2.786 -1.392 0.300
C 1.850 -2.991 -1.067 -1.243
C 2.163 -2.411 0.290 0.595
C 2.446 -3.235 1.362 -0.649
C 2.845 -2.741 2.600 -0.451
C 3.071 -1.373 2.674 -0.461
C 2.774 -0.520 1.626 0.231
C 3.060 0.955 1.739 -1.177
C 1.753 1.694 1.761 -0.060
C 0.972 1.685 2.908 -0.310
C -0.267 2.308 2.946 -0.108
C -0.736 2.880 1.768 -0.456
C -1.090 2.414 4.224 1.811
C -2.387 1.608 4.067 -1.727
C -1.417 3.892 4.486 -1.674
C -0.335 1.888 5.450 -2.174
C 2.184 -1.008 0.444 0.442
O 1.645 -0.202 -0.449 -0.288
C 2.986 -3.678 3.790 2.100
C 3.913 -4.849 3.442 -1.759
C 1.582 -4.206 4.128 -1.609
C 3.546 -2.983 5.035 -2.161
C -0.014 -1.805 -2.292 0.418
O 0.944 -1.085 -3.016 0.500
C 1.475 -1.806 -4.131 -1.270
C -2.959 -4.345 -0.403 2.088
C -3.853 -3.559 0.563 -1.667
C -3.819 -4.904 -1.547 -1.674
C -2.346 -5.533 0.345 -2.157
C -1.223 1.496 -1.920 -0.401
O 0.046 1.149 -1.982 0.567
C -5.417 2.598 -1.641 2.159
C -6.139 1.516 -0.827 -1.611
C -6.000 2.666 -3.060 -1.724
C -5.665 3.958 -0.984 -2.095
H 2.595 4.247 0.402 0.646
H 2.620 4.249 -1.381 0.203
H 3.939 3.461 -0.472 0.161
H 0.263 3.651 -1.391 0.045
H -0.947 4.523 -0.424 0.895
H -3.177 3.923 -0.608 0.597
H -4.297 0.484 -2.898 0.441
H -1.065 -0.166 -4.093 -0.472
H -2.726 -0.787 -3.955 0.955
H -3.339 -2.169 -2.015 0.621
H -0.198 -4.333 -0.085 0.682
H 2.490 -2.485 -1.796 -0.105
H 2.083 -4.059 -1.064 0.776
H 2.355 -4.301 1.210 0.350
H 3.485 -0.937 3.567 0.646
H 3.661 1.265 0.878 -0.251
H 3.622 1.145 2.655 0.787
H 1.368 1.188 3.779 0.702
H -1.715 3.332 1.744 0.641
H -2.987 1.990 3.244 0.315
H -2.981 1.657 4.979 0.481
H -2.149 0.566 3.865 0.366
H -2.032 4.317 3.699 0.326
H -0.502 4.476 4.553 0.374
H -1.957 3.992 5.424 0.457
H -0.162 0.817 5.375 0.390
H -0.927 2.068 6.346 0.450
H 0.619 2.398 5.569 0.407
H 3.493 -5.468 2.656 0.327
H 4.066 -5.477 4.316 0.498
H 4.880 -4.482 3.108 0.370
H 1.156 -4.735 3.280 0.350
H 0.925 -3.375 4.375 0.330
H 1.620 -4.883 4.978 0.460
H 4.534 -2.569 4.846 0.413
H 3.635 -3.704 5.846 0.446
H 2.884 -2.189 5.371 0.359
H 1.241 -2.869 -4.037 0.449
H 2.558 -1.652 -4.154 0.082
H 1.039 -1.412 -5.055 0.375
H -4.354 -2.743 0.051 0.323
H -3.263 -3.136 1.373 0.357
H -4.609 -4.216 0.988 0.479
H -4.344 -4.109 -2.066 0.329
H -4.559 -5.598 -1.157 0.469
H -3.199 -5.432 -2.266 0.371
H -1.810 -5.215 1.236 0.375
H -1.670 -6.095 -0.295 0.413
H -3.140 -6.209 0.659 0.453
H -6.013 0.536 -1.278 0.322
H -7.203 1.735 -0.773 0.473
H -5.743 1.474 0.185 0.297
H -5.978 1.698 -3.552 0.327
H -5.426 3.367 -3.662 0.372
H -7.032 3.005 -3.017 0.468
H -5.353 3.962 0.057 0.353
H -6.729 4.185 -1.017 0.450
H -5.138 4.743 -1.520 0.411
N -0.541 3.338 -4.639 -0.158
C 0.540 2.545 -4.390 0.310
S 0.663 1.072 -5.208 -0.604
N 1.483 3.001 -3.603 -1.398
N 2.393 2.111 -3.150 1.211
C 3.633 2.478 -3.190 -0.812
C 4.680 1.759 -2.527 1.024
C 5.929 2.346 -2.299 -0.516
C 6.906 1.683 -1.586 -0.799
C 6.645 0.412 -1.085 -0.702
C 5.438 -0.208 -1.330 -0.282
C 4.430 0.436 -2.065 -0.113
O 3.301 -0.163 -2.346 0.101
H -1.057 3.132 -5.477 0.263
H -0.485 4.305 -4.364 0.253
H 3.887 3.409 -3.700 0.288
H 6.113 3.345 -2.672 0.431
H 7.861 2.155 -1.402 0.398
H 7.398 -0.101 -0.508 0.470
H 5.230 -1.193 -0.938 0.472
```

No. 3
DFT (ωB97M-V/def2-TZVPD) results for a molecular structure, C54H67FN10NbOS.

frontier orbital gap	5.45	eV
E_tot	-3275.569690	a.u.
HOMO energy	-3.77	eV
largest force on an atom	1.29	eV/A
total charge	-1

XYZ file:
```
135
Properties=species:S:1:pos:R:3:mulliken_charge:R:1
C 1.966 2.010 -5.014 -0.618
C 3.351 1.358 -5.059 -0.285
S 4.487 2.248 -6.148 -0.187
C 5.915 2.576 -5.066 -0.852
Nb 5.630 3.960 -3.257 -0.099
F 4.190 4.891 -4.044 -0.614
C 5.113 4.713 -1.201 -1.144
C 4.257 6.002 -1.144 -0.383
C 2.880 5.720 -0.536 -0.110
C 1.826 5.219 -1.516 0.237
N 1.083 6.345 -2.115 -0.057
C 0.570 6.180 -3.379 0.624
C -0.586 7.088 -3.724 -0.939
O 0.987 5.391 -4.187 -0.519
H 2.041 3.088 -4.868 0.258
H 1.386 1.586 -4.184 -0.085
H 1.412 1.821 -5.943 0.390
H 3.790 1.325 -4.060 0.017
H 3.268 0.324 -5.418 0.397
H 6.604 3.138 -5.717 0.367
H 6.365 1.609 -4.820 0.393
H 4.712 2.494 -2.608 0.183
H 7.046 3.076 -2.531 -0.044
H 6.900 5.260 -3.662 -0.036
H 4.672 3.965 -0.534 0.112
H 6.124 4.897 -0.805 0.476
H 4.763 6.741 -0.506 0.369
H 4.136 6.490 -2.122 0.331
H 2.990 5.008 0.287 -0.134
H 2.466 6.641 -0.099 0.081
H 2.261 4.610 -2.314 0.069
H 1.097 4.605 -0.966 -0.041
H 0.324 6.578 -1.481 0.166
H -0.349 7.604 -4.659 0.312
H -1.449 6.444 -3.924 0.163
H -0.826 7.838 -2.968 0.210
N 3.109 2.999 3.078 -0.624
C 2.326 3.212 2.024 -0.418
C 0.985 3.565 2.127 -0.274
C 0.430 3.703 3.388 -0.432
C 1.236 3.484 4.494 -0.349
C 2.563 3.135 4.284 -0.306
H 2.779 3.105 1.045 0.825
H 0.400 3.728 1.232 0.420
H -0.612 3.976 3.506 0.453
H 0.850 3.577 5.501 0.391
H 3.222 2.957 5.127 0.378
N 0.485 -0.048 -2.489 -0.144
C -0.632 -0.615 -2.936 -0.247
C -0.828 -1.988 -2.987 -0.416
C 0.199 -2.812 -2.553 0.231
C 1.370 -2.232 -2.091 -0.952
C 1.465 -0.847 -2.078 -0.421
H -1.410 0.063 -3.272 0.280
H -1.761 -2.399 -3.349 0.286
H 0.085 -3.889 -2.573 0.361
H 2.198 -2.837 -1.746 0.532
H 2.365 -0.355 -1.725 0.489
N -3.520 -4.461 -2.659 -0.337
C -4.539 -5.044 -2.033 -0.402
C -4.893 -6.374 -2.207 -0.064
C -4.141 -7.142 -3.083 -0.317
C -3.074 -6.551 -3.741 -0.678
C -2.806 -5.213 -3.492 -0.096
H -5.106 -4.416 -1.354 0.380
H -5.736 -6.773 -1.661 0.409
H -4.382 -8.185 -3.250 0.384
H -2.457 -7.109 -4.432 0.365
H -1.977 -4.718 -3.989 0.371
N 1.496 -5.617 2.028 -0.602
C 1.477 -5.159 3.277 -0.427
C 1.205 -3.843 3.615 -0.348
C 0.934 -2.943 2.595 -0.578
C 0.951 -3.402 1.288 -0.063
C 1.236 -4.741 1.059 -0.306
H 1.686 -5.893 4.051 0.594
H 1.201 -3.535 4.652 0.473
H 0.712 -1.907 2.814 0.470
H 0.741 -2.742 0.458 0.358
H 1.253 -5.131 0.047 0.419
N 0.014 7.459 0.975 -0.102
C 0.280 7.294 2.268 -0.105
C -0.039 8.236 3.236 -0.762
C -0.665 9.407 2.839 -0.184
C -0.942 9.590 1.494 -0.710
C -0.582 8.588 0.604 0.158
H 0.775 6.367 2.538 0.398
H 0.201 8.050 4.274 0.389
H -0.928 10.166 3.565 0.380
H -1.423 10.490 1.135 0.375
H -0.776 8.702 -0.458 0.126
N -3.751 2.294 -2.838 -0.545
C -2.524 2.719 -3.134 -0.632
C -2.229 3.506 -4.239 -0.406
C -3.264 3.871 -5.083 -0.498
C -4.547 3.435 -4.788 -0.279
C -4.736 2.653 -3.658 -0.316
H -1.734 2.414 -2.456 0.874
H -1.209 3.821 -4.429 0.657
H -3.072 4.482 -5.956 0.415
H -5.388 3.692 -5.419 0.366
H -5.727 2.296 -3.398 0.346
N -7.652 -6.246 -0.363 -0.280
C -8.473 -5.233 -0.629 -0.013
C -9.815 -5.223 -0.276 -0.674
C -10.331 -6.323 0.388 -0.120
C -9.487 -7.385 0.671 -0.564
C -8.160 -7.297 0.276 -0.110
H -8.036 -4.389 -1.150 0.333
H -10.433 -4.369 -0.517 0.344
H -11.373 -6.353 0.680 0.368
H -9.844 -8.265 1.187 0.337
H -7.470 -8.108 0.484 0.346
N 5.784 -5.565 5.322 -0.496
C 4.658 -6.090 4.845 -0.170
C 4.431 -7.455 4.743 -0.123
C 5.428 -8.323 5.159 -0.519
C 6.605 -7.790 5.658 -0.268
C 6.732 -6.409 5.719 -0.290
H 3.903 -5.382 4.520 0.428
H 3.498 -7.823 4.338 0.379
H 5.291 -9.395 5.091 0.360
H 7.413 -8.426 5.992 0.357
H 7.640 -5.958 6.103 0.356
N -2.348 -3.463 5.491 -0.547
C -2.537 -3.188 6.778 -0.222
C -2.139 -4.026 7.810 -0.326
C -1.510 -5.218 7.486 -0.295
C -1.308 -5.517 6.149 -0.290
C -1.743 -4.610 5.193 -0.322
H -3.032 -2.247 6.996 0.363
H -2.317 -3.746 8.839 0.351
H -1.183 -5.899 8.261 0.373
H -0.819 -6.433 5.844 0.408
H -1.593 -4.810 4.138 0.505
```